1.
Formula: C19H28NO5Sr
Source: OMol25
Level of theory: ωB97M-V with the def2-TZVPD basis set

Each line ends with the natural charge from an NBO analysis.
Atoms and positions in Å:
O 0.675 -2.132 -1.213  -0.592
C -0.317 -3.227 -0.973  -0.068
C 0.475 -4.398 -1.511  -0.473
H -1.210 -3.027 -1.566  0.199
H -0.572 -3.303 0.087  0.193
C 1.417 -3.229 -1.885  0.271
H 0.034 -4.927 -2.365  0.217
H 0.865 -5.054 -0.729  0.212
C 1.470 -3.078 -3.392  -0.625
H 0.463 -3.148 -3.801  0.209
H 1.999 -3.931 -3.854  0.213
H 1.953 -2.147 -3.728  0.229
C 2.815 -3.423 -1.342  -0.625
H 2.818 -3.671 -0.288  0.212
H 3.458 -2.542 -1.473  0.223
H 3.345 -4.250 -1.843  0.214
Sr 0.390 0.932 -0.050  1.829
C 1.917 3.825 2.495  -0.326
C 0.643 3.600 3.066  -0.307
C 0.551 2.217 3.333  -0.392
H -0.095 4.368 3.331  0.201
C 1.747 1.556 2.924  -0.491
C 2.605 2.576 2.420  -0.372
H 3.639 2.433 2.056  0.190
H 2.329 4.777 2.200  0.193
H -0.292 1.731 3.837  0.184
H 1.991 0.480 3.059  0.185
C 1.094 4.395 -1.457  -0.301
C 2.354 3.787 -1.244  -0.316
C 2.397 2.519 -1.914  -0.463
H 3.157 4.225 -0.649  0.203
C 1.135 2.380 -2.587  -0.502
C 0.348 3.538 -2.295  -0.352
H -0.667 3.750 -2.698  0.200
H 0.775 5.388 -1.084  0.212
H 3.245 1.838 -1.971  0.195
H 0.849 1.581 -3.268  0.191
O -3.472 -2.296 0.128  -0.554
C -2.747 -1.027 0.262  -0.075
C -2.369 -0.912 1.731  -0.461
H -3.358 -0.166 -0.064  0.212
H -1.894 -1.116 -0.422  0.152
C -3.703 -1.277 2.341  -0.428
H -2.054 0.108 1.976  0.269
H -1.563 -1.660 1.943  0.189
C -4.093 -2.474 1.418  -0.071
H -4.447 -0.485 2.192  0.215
H -3.624 -1.559 3.380  0.216
H -5.184 -2.547 1.316  0.176
H -3.686 -3.406 1.870  0.160
O -2.979 3.750 0.724  -0.452
N -1.925 3.141 0.583  0.711
O -0.784 3.692 0.567  -0.463
O -1.918 1.826 0.428  -0.762

Calculated values
ΔE to the lowest compared entry with this formula, charge and spin in kJ/mol: 268.41
Charge: -1
LUMO level in eV: 1.905
Gap between HOMO and LUMO in eV: 5.2

2.
Formula: C19H28NO9RuS
Source: OMol25
Level of theory: ωB97M-V with the def2-TZVPD basis set

Each line ends with the natural charge from an NBO analysis.
Atoms and positions in Å:
Ru 0.335 -0.034 -0.479  1.402
C 3.484 -0.478 0.014  -0.101
C 2.838 -1.827 -0.008  -0.090
O 1.700 -1.782 -0.909  -0.519
C 2.089 -2.027 -2.281  -0.084
C 1.293 -1.108 -3.142  -0.110
O 1.494 0.194 -2.568  -0.560
C 1.059 1.263 -3.421  -0.086
C -0.438 1.223 -3.567  -0.096
O -0.946 0.926 -2.267  -0.586
C -2.297 1.339 -2.056  -0.091
C -2.678 0.830 -0.693  -0.095
O -1.599 0.980 0.260  -0.532
C -1.463 2.306 0.835  -0.112
C -0.464 3.105 0.044  -0.093
O 0.752 2.358 -0.084  -0.574
C 1.645 2.509 1.042  -0.115
C 2.867 1.752 0.660  -0.080
O 2.450 0.387 0.486  -0.556
H 3.821 -0.150 -0.974  0.198
H 4.330 -0.467 0.703  0.226
H 2.438 -2.077 0.969  0.241
H 3.526 -2.612 -0.319  0.230
H 1.880 -3.068 -2.530  0.236
H 3.156 -1.836 -2.393  0.207
H 0.231 -1.369 -3.115  0.202
H 1.645 -1.141 -4.174  0.229
H 1.544 1.193 -4.396  0.219
H 1.385 2.177 -2.928  0.219
H -0.786 0.468 -4.275  0.204
H -0.793 2.199 -3.905  0.218
H -2.963 0.903 -2.804  0.222
H -2.352 2.426 -2.139  0.192
H -2.877 -0.235 -0.726  0.237
H -3.565 1.346 -0.326  0.224
H -1.127 2.160 1.854  0.243
H -2.433 2.804 0.851  0.219
H -0.271 4.063 0.530  0.223
H -0.807 3.300 -0.969  0.200
H 1.191 2.093 1.936  0.237
H 1.883 3.563 1.200  0.216
H 3.629 1.821 1.438  0.223
H 3.276 2.118 -0.285  0.198
O -0.059 0.714 2.985  -0.547
C -0.363 -0.349 2.522  0.693
N 0.192 -0.892 1.326  -0.825
S -0.629 -2.230 0.870  2.291
O -1.178 -1.671 -0.394  -0.901
O 0.151 -3.410 0.754  -0.846
C -1.730 -2.302 2.200  -0.275
C -2.677 -3.264 2.497  -0.180
C -3.296 -3.157 3.736  -0.153
C -2.955 -2.141 4.629  -0.151
C -2.001 -1.185 4.305  -0.139
C -1.387 -1.275 3.069  -0.162
H -2.922 -4.060 1.808  0.255
H -4.046 -3.885 4.017  0.251
H -3.444 -2.098 5.593  0.250
H -1.738 -0.390 4.991  0.255

Calculated values
Spin multiplicity: 2
Charge: +2
<S²>: 0.9953
LUMO level (spin up / spin down) in eV: -7.800 / -7.561
Gap between HOMO and LUMO (spin up / spin down) in eV: 7.7 / 7.9

3.
Formula: C19H29BaN6OSi
Source: OMol25
Level of theory: ωB97M-V with the def2-TZVPD basis set

Each line ends with the Löwdin charge.
Atoms and positions in Å:
Ba -0.267 0.032 0.253  2.063
C -1.626 4.729 1.724  -0.170
Si -0.863 3.815 0.256  0.359
C 0.961 3.544 0.725  -0.203
C -0.805 4.873 -1.311  -0.167
N -1.545 2.253 0.002  -0.310
C -2.810 2.074 -0.507  -0.354
C -3.740 3.114 -0.725  -0.043
C -4.993 2.897 -1.262  -0.083
C -5.398 1.619 -1.622  -0.092
C -4.521 0.567 -1.419  -0.028
C -3.277 0.792 -0.858  -0.214
O -2.367 -0.297 -0.678  -0.397
C -2.950 -1.531 -0.412  -0.353
C -3.772 -1.703 0.695  -0.005
C -4.306 -2.954 0.954  -0.053
C -4.018 -4.027 0.119  -0.071
C -3.191 -3.848 -0.979  -0.067
C -2.655 -2.596 -1.250  -0.016
H -1.092 5.662 1.922  0.030
H -1.567 4.114 2.625  0.027
H -2.677 4.977 1.564  0.021
H 1.386 4.500 1.040  0.036
H 1.547 3.206 -0.137  0.014
H 1.087 2.849 1.562  0.014
H -0.168 5.748 -1.163  0.031
H -1.790 5.229 -1.616  0.022
H -0.393 4.296 -2.142  0.031
H -3.455 4.121 -0.451  0.079
H -5.664 3.735 -1.404  0.108
H -6.372 1.442 -2.055  0.102
H -4.812 -0.438 -1.698  0.123
H -4.013 -0.852 1.320  0.137
H -4.954 -3.092 1.809  0.115
H -4.451 -4.998 0.319  0.110
H -2.978 -4.681 -1.636  0.111
H -2.036 -2.424 -2.123  0.125
C 4.242 -4.085 0.038  -0.037
N 2.839 -3.829 0.348  -0.152
C 1.956 -4.983 0.409  -0.036
C 2.335 -2.592 0.580  -0.445
N 1.081 -2.294 0.618  -0.036
N 3.308 -1.630 0.847  0.142
C 3.242 -0.254 0.745  -0.504
N 4.374 0.361 1.178  0.171
N 2.227 0.370 0.256  -0.131
H 4.831 -4.295 0.937  0.100
H 4.680 -3.249 -0.504  0.093
H 4.303 -4.953 -0.613  0.097
H 2.551 -5.868 0.617  0.096
H 1.418 -5.140 -0.530  0.101
H 1.235 -4.867 1.218  0.096
H 0.498 -3.088 0.375  0.033
H 4.186 -1.994 1.173  0.130
H 5.141 -0.140 1.589  0.110
H 4.433 1.364 1.174  0.118
H 2.403 1.372 0.248  0.019

Calculated values
Charge: +1
LUMO level in eV: -2.636
Gap between HOMO and LUMO in eV: 6.4

4.
Formula: C19H29F4IN6Sn
Source: OMol25
Level of theory: ωB97M-V with the def2-TZVPD basis set

Each line ends with the natural charge from an NBO analysis.
Atoms and positions in Å:
Sn 1.010 -0.984 -0.625  1.131
C 1.605 -0.637 -3.607  -0.432
N 0.950 -1.721 -2.880  -0.523
C 1.478 -3.029 -3.202  -0.435
C -0.507 -1.741 -2.947  -0.245
C -1.117 -2.649 -1.886  -0.248
N -0.315 -2.677 -0.641  -0.867
C -0.862 -3.312 0.455  0.078
C -0.003 -3.649 1.555  0.282
F 1.298 -3.344 1.511  -0.304
C -0.532 -4.159 2.763  0.336
F 0.302 -4.440 3.799  -0.315
C -1.865 -4.426 2.922  -0.375
C -2.707 -4.157 1.863  0.337
F -4.014 -4.291 1.978  -0.296
C -2.208 -3.560 0.732  0.292
F -3.138 -3.205 -0.182  -0.330
H 1.456 -0.690 -4.689  0.193
H 2.651 -0.700 -3.339  0.222
H 1.153 0.336 -3.265  0.233
H 1.164 -3.388 -4.216  0.185
H 1.059 -3.703 -2.455  0.226
H 2.582 -3.075 -3.106  0.232
H -0.837 -2.072 -3.955  0.202
H -0.806 -0.718 -2.743  0.228
H -1.105 -3.667 -2.319  0.184
H -2.181 -2.358 -1.767  0.227
H -2.243 -4.850 3.854  0.248
N -0.273 6.314 -2.634  -0.785
C -0.379 4.947 -2.666  0.201
C -0.714 4.310 -3.846  -0.316
C -0.876 2.945 -3.849  0.057
N -0.710 2.177 -2.777  -0.485
C -0.337 2.775 -1.662  0.058
C -0.182 4.151 -1.537  -0.307
H -0.189 6.798 -3.522  0.382
H 0.353 6.741 -1.978  0.384
H -0.912 4.858 -4.791  0.216
H -1.165 2.439 -4.764  0.190
H -0.198 2.165 -0.772  0.202
H 0.062 4.604 -0.576  0.216
I 3.623 -2.146 -0.035  -0.544
C -0.559 1.228 4.459  -0.620
C 0.538 1.592 3.478  0.100
C 1.900 1.186 4.062  -0.633
C 0.435 3.081 3.127  -0.608
N 0.342 0.893 2.161  -0.476
N 0.202 -0.507 2.156  -0.679
H -0.320 1.644 5.432  0.217
H -0.697 0.135 4.565  0.212
H -1.504 1.634 4.104  0.213
H 2.042 1.361 5.119  0.214
H 2.685 1.745 3.535  0.209
H 2.155 0.148 3.846  0.209
H 0.526 3.664 4.028  0.213
H -0.547 3.243 2.689  0.218
H 1.152 3.405 2.375  0.205
H 1.070 1.149 1.540  0.352
H -0.712 -0.764 2.480  0.370
H 0.918 -1.048 2.644  0.354

Calculated values
ΔE to the lowest compared entry with this formula, charge and spin in kJ/mol: 0.74
Charge: 0
LUMO level in eV: 0.515
Gap between HOMO and LUMO in eV: 7.9